[1]
9
Properties=species:S:1:pos:R:3:forces:R:3 method="wB97M-V/def2-TZVPD" relative_energy_kcal_mol=92.7 homo_lumo_gap_ev="8.852 / 8.853" homo_energy_ev="-8.657 / -8.658" energy_ev=-14476.3170 multiplicity=1
C -0.959400 -0.645592 -0.367903 2.20 -2.15 -1.39
C 0.919520 1.020951 0.633070 -0.07 -0.07 1.05
N -1.923464 -1.382018 -0.611331 0.50 -0.33 -1.82
S -0.880504 0.851796 0.304898 1.11 2.16 1.05
H 0.900145 -0.949280 -0.716629 -2.78 -0.09 0.02
H 1.281414 2.083159 0.646807 -0.56 -0.92 -0.81
H 1.398527 0.236485 -0.068609 -0.37 1.31 0.75
H 1.068029 0.720532 1.688365 0.06 -0.27 -0.61
H -1.804267 -1.936034 -1.508669 -0.08 0.36 1.77

[2]
17
Properties=species:S:1:pos:R:3:forces:R:3 method="wB97M-V/def2-TZVPD" relative_energy_kcal_mol=0.0 homo_lumo_gap_ev="8.657 / 6.929" homo_energy_ev="-9.301 / -9.268" energy_ev=-31841.7726 multiplicity=2
H -3.459964 0.007585 2.208564 -0.05 -0.48 -0.02
O -2.308445 -1.821258 -0.270309 0.98 1.55 2.90
C -3.618415 -0.766652 1.458761 1.46 1.62 1.05
C -2.604077 -1.193811 0.719564 -2.97 -2.42 -4.03
H -4.631076 -0.886895 1.073792 0.49 -0.39 -0.06
H 0.432480 1.339770 1.745402 0.01 -0.15 0.06
C 0.607062 0.662965 0.892078 -0.19 0.56 0.40
C 1.387431 1.360293 -0.225354 0.30 0.02 -1.06
O 1.443112 0.533067 -1.339175 1.18 -0.55 -0.39
C 2.836214 -0.401108 -1.778478 -0.31 -0.89 1.02
O 3.917291 -0.010573 -1.430506 -1.26 0.61 -0.21
O 2.324806 -1.399037 -2.278616 0.42 0.66 -0.30
K -0.162817 -1.318873 -2.078599 -0.22 0.06 0.09
O -0.573488 0.140262 0.440860 0.31 -0.08 0.19
H 1.191101 -0.193070 1.301768 -0.08 0.09 -0.29
H 2.379098 1.688535 0.119430 -0.09 -0.19 0.10
H 0.839690 2.258803 -0.559185 0.02 -0.02 0.54

[3]
16
Properties=species:S:1:pos:R:3:forces:R:3 method="wB97M-V/def2-TZVPD" relative_energy_kcal_mol=6.9 homo_lumo_gap_ev=8.995 charge=-1 homo_energy_ev=-5.208 energy_ev=-25989.0938 multiplicity=1 smiles="CC(=O)[C@@](C)(F)S(=O)(=O)[O-]"
C -0.372413 -0.764755 -0.187824 -0.63 -0.44 0.56
C -0.614301 -1.517489 1.151795 -1.38 -2.32 -3.12
C 0.250620 1.484851 -1.089568 1.08 -0.51 -1.29
C 0.408243 0.482166 0.017763 2.76 -1.92 -3.70
O 2.577258 -0.337023 -1.509219 -0.19 0.13 -1.25
O -0.733895 -1.095311 -1.306045 0.01 -0.12 1.19
O 2.116242 -1.432669 0.557907 -0.27 -3.50 1.84
O 3.020383 0.788403 0.608159 -0.97 -0.43 -0.74
F 0.448526 0.853364 1.270115 -1.11 1.85 2.74
S 2.214027 -0.212705 -0.126072 1.58 3.65 0.01
H 0.174404 -1.391142 1.801287 1.82 0.19 1.16
H -0.743719 -2.639844 0.905447 0.03 1.83 0.49
H -1.479817 -1.115810 1.632453 -0.93 0.19 0.17
H 0.793217 1.134821 -2.043347 -1.08 -0.19 1.53
H -0.804357 1.573949 -1.325546 -0.07 0.85 -0.07
H 0.874727 2.345997 -0.889325 -0.64 0.75 0.47

[4]
7
Properties=species:S:1:pos:R:3:forces:R:3 method="wB97M-V/def2-TZVPD" relative_energy_kcal_mol=111.0 homo_lumo_gap_ev=10.560 homo_energy_ev=-10.302 energy_ev=-7129.0310 multiplicity=1 smiles="C1=NO1.C#N"
C 1.621028 0.818158 -1.318916 0.38 -0.14 -0.31
C -1.069745 -0.414750 1.072732 -1.57 -2.56 -1.83
N 2.603898 0.451799 -1.776968 -0.02 0.01 0.10
N -1.000162 -1.118345 0.008317 0.51 1.86 1.93
O -2.007120 -1.367283 1.291246 0.61 0.72 0.18
H -0.847602 0.462041 1.664180 0.45 -0.02 -0.23
H 0.699704 1.168379 -0.940591 -0.36 0.12 0.16

[5]
14
Properties=species:S:1:pos:R:3:forces:R:3 method="wB97M-V/def2-TZVPD" relative_energy_kcal_mol=34.1 homo_lumo_gap_ev=9.766 homo_energy_ev=-8.976 energy_ev=-19763.2534 multiplicity=1
C -0.591970 -0.635177 0.123088 0.03 -0.07 -0.91
C 0.112113 0.701674 0.067673 -0.70 0.84 0.53
C -0.451079 1.851005 0.474207 -0.12 0.25 0.04
C 2.393848 -0.227783 -0.291465 0.40 0.08 -0.33
H -0.182640 -1.308500 -0.645371 -0.15 0.28 0.32
H -0.505039 -1.107987 1.080881 0.10 -0.20 0.50
H 0.094071 2.820791 0.455024 -0.36 -0.94 -0.06
H -1.503472 1.893868 0.807036 0.81 -0.16 -0.26
H 1.690274 1.580522 -0.913116 -0.18 -0.47 0.18
H 3.268997 -0.035978 -0.931492 -0.31 0.00 0.21
H 1.570909 -1.289373 1.079305 1.29 0.03 -0.76
N 1.383600 0.693191 -0.517514 0.57 0.27 -0.28
N 2.447626 -1.226065 0.488553 -1.46 0.04 0.81
Cl -2.354656 -0.527149 -0.174739 0.08 0.05 0.00